# 1
Below is a single C3H6N2O2 molecule, with properties calculated with the ωB97M-V functional and the def2-TZVPD basis.

For the LUMO energy, the calculation gives 0.52 eV. Its SMILES is [H]/N=C/OCC(N)=O. The highest occupied orbital energy is -9.0 eV. The energy above the lowest of the compared OMol25 structures with the same formula, charge and spin is 300.1 kJ/mol. For the calculated total energy, the calculation gives -10281.687 eV.

Last column: Mulliken charge in e.
Positions of all 13 atoms, in Å:
H  -1.87  -1.20  -2.53  0.246
N  -1.63  -1.60  -1.63  -0.673
C  -0.62  -1.06  -1.12  0.173
O  -0.31  -1.59  0.15  -0.362
C  0.18  -0.59  0.99  -0.312
C  0.69  0.64  0.23  0.510
N  0.46  1.82  0.82  -0.346
O  1.38  0.62  -0.80  -0.645
H  0.44  -0.34  -1.41  0.397
H  -0.59  -0.28  1.71  0.280
H  1.05  -0.96  1.55  0.276
H  0.84  2.63  0.35  0.255
H  -0.02  1.91  1.69  0.200

***

# 2
Below is 4 unconnected molecules or ions with the total composition C3H6N2O2S, with properties calculated with the ωB97M-V functional and the def2-TZVPD basis.

For the LUMO energy, the calculation gives -0.04 eV. The highest occupied orbital energy is -9.0 eV. The energy above the lowest of the compared OMol25 structures with the same formula, charge and spin is 940.8 kJ/mol. For the calculated total energy, the calculation gives -21110.099 eV.

Last column: Mulliken charge in e.
Positions of all 14 atoms, in Å:
C  0.33  0.97  0.18  -0.264
C  -0.85  -0.04  -0.01  0.390
C  0.97  -2.03  -0.06  0.142
H  1.78  2.48  -1.16  0.276
H  2.56  0.57  -0.09  0.326
H  0.66  0.87  1.28  0.219
H  -0.20  2.00  0.37  0.351
H  1.10  -3.11  -0.43  0.259
H  -3.78  -0.20  0.81  0.374
N  1.41  1.15  -0.71  -0.684
N  -2.00  0.58  0.07  -0.327
O  1.80  -1.19  0.36  -0.505
O  -3.01  -0.38  -0.24  -0.479
S  -0.77  -1.69  -0.36  -0.078

***

# 3
Below is a single C3H6N2O2S molecule, with properties calculated with the ωB97M-V functional and the def2-TZVPD basis.

For the LUMO energy (alpha / beta), the calculation gives 0.08 / -1.59 eV. The highest occupied orbital energy (alpha / beta) is -9.4 / -7.8 eV. The energy above the lowest of the compared OMol25 structures with the same formula, charge and spin is 613.5 kJ/mol. For the calculated total energy, the calculation gives -21113.491 eV.

Last column: Mulliken charge in e.
Positions of all 14 atoms, in Å:
C  0.39  1.89  -0.93  0.744
C  1.49  0.97  -0.98  -0.832
C  -1.14  0.04  -0.09  -0.636
N  -0.36  -1.47  1.80  -0.176
N  -0.89  1.24  -0.81  -0.284
O  0.32  3.10  -0.78  -0.574
O  0.49  -1.87  2.78  -0.372
S  -0.24  0.09  1.61  0.087
H  1.35  -0.08  -0.87  0.354
H  2.55  1.21  -0.81  0.291
H  -2.24  -0.20  0.13  0.381
H  -0.67  -0.77  -0.45  0.362
H  -1.53  2.02  -0.66  0.273
H  -0.06  -2.62  3.18  0.381

***

# 4
Below is a molecular structure, C3H6N2O2S, with properties calculated with the ωB97M-V functional and the def2-TZVPD basis.

For the LUMO energy, the calculation gives -0.32 eV. The highest occupied orbital energy is -9.0 eV. The energy above the lowest of the compared OMol25 structures with the same formula, charge and spin is 734.6 kJ/mol. For the calculated total energy, the calculation gives -21112.236 eV.

Last column: Mulliken charge in e.
Positions of all 14 atoms, in Å:
C  -2.70  -0.29  0.14  -0.479
C  0.80  -0.88  -0.11  0.107
C  2.67  0.59  -0.07  -0.042
H  -2.82  -0.50  1.26  0.240
H  -3.12  0.71  -0.02  0.255
H  -3.03  -1.25  -0.49  0.208
H  1.57  -1.59  -0.09  0.384
H  -0.40  1.27  -0.48  0.510
H  2.95  1.70  0.00  0.290
N  -0.42  -1.13  0.03  -0.495
N  1.35  0.38  -0.46  -0.013
O  -1.33  -0.04  -0.09  -0.214
O  0.57  1.60  0.23  -0.476
S  3.91  -0.54  0.14  -0.274